Computed, not measured: a structure of composition C30H36ClGdO5, with ωB97M-V/def2-TZVPD.

CARTESIAN COORDINATES (ANGSTROEM)
C: -5.744 1.762 -3.843
C: -4.305 1.977 -3.313
C: -6.052 0.268 -3.790
C: -4.717 -0.497 -3.519
H: -6.485 -0.025 -4.748
H: -6.805 0.067 -3.024
C: -3.613 0.719 -3.786
H: -4.308 2.058 -2.216
H: -3.911 2.910 -3.746
C: -2.066 0.592 -3.718
H: -3.736 0.794 -4.882
H: -4.509 -1.193 -4.351
C: -4.948 -1.372 -2.359
C: -6.745 2.611 -3.096
C: -5.956 2.268 -5.285
O: -6.684 1.735 -6.110
O: -6.676 2.848 -1.898
O: -7.705 3.094 -3.898
O: -5.276 3.383 -5.590
C: -5.612 3.881 -6.898
H: -5.081 4.826 -6.996
H: -6.695 4.033 -6.977
H: -5.298 3.173 -7.674
C: -8.601 4.004 -3.263
H: -9.105 3.537 -2.407
H: -9.317 4.268 -4.041
H: -8.056 4.894 -2.925
O: -1.267 1.049 -2.629
H: -1.650 1.158 -4.572
H: -1.831 -0.470 -3.917
C: -4.410 -2.745 -2.339
C: -5.580 -0.841 -1.138
H: -6.634 -1.167 -1.056
H: -5.563 0.257 -1.068
H: -5.069 -1.228 -0.243
H: -4.182 -3.056 -1.308
H: -3.481 -2.833 -2.922
H: -5.141 -3.463 -2.751
Gd: -0.356 0.152 -1.070
C: 2.127 -1.169 -1.327
C: 1.672 -1.045 -2.671
C: 1.581 0.345 -2.977
H: 1.517 -1.873 -3.367
C: 1.954 1.088 -1.811
C: 2.292 0.146 -0.785
H: 2.676 0.397 0.205
H: 2.385 -2.108 -0.838
H: 1.352 0.767 -3.957
H: 2.048 2.174 -1.740
C: -1.228 0.034 1.445
C: 0.030 0.706 1.465
C: -0.133 1.957 0.796
H: 0.948 0.340 1.925
C: -1.491 2.057 0.368
C: -2.174 0.866 0.771
H: -3.243 0.677 0.662
H: -1.444 -0.939 1.874
H: 0.626 2.728 0.676
H: -1.950 2.918 -0.118
Cl: -1.364 -4.177 3.331
C: 0.212 -3.537 3.226
C: 1.085 -3.695 4.290
C: 2.379 -3.147 4.238
C: 2.791 -2.458 3.090
C: 1.948 -2.337 2.003
C: 0.617 -2.879 2.001
C: -0.224 -2.808 0.890
H: 0.764 -4.260 5.160
H: 3.060 -3.281 5.074
H: 3.795 -2.029 3.031
H: 2.296 -1.830 1.101
H: 0.187 -2.733 -0.116
H: -1.281 -3.031 0.993

2S+1: 8
largest force on an atom: 0.091 hartree/bohr
total charge: -2
E_LUMO (spin up / spin down): 3.52 / 3.52 eV
E_HOMO (spin up / spin down): 1.238 / 0.474 eV
energy: -75285.038 eV

=====

Computed, not measured: a structure of composition C30H36LaN3P2S5, with ωB97M-V/def2-TZVPD.

CARTESIAN COORDINATES (ANGSTROEM)
La: -0.263 0.647 -0.596
S: -2.617 -0.569 -1.437
C: -2.445 -2.275 -1.239
C: -3.352 -3.092 -1.928
C: -3.250 -4.484 -1.857
C: -2.237 -5.069 -1.105
C: -1.329 -4.258 -0.418
C: -1.426 -2.855 -0.470
S: -0.211 -1.927 0.468
C: -1.207 -1.647 2.015
C: -1.657 -0.228 2.265
C: -2.051 0.290 3.481
C: -2.467 1.631 3.529
C: -2.471 2.425 2.368
C: -2.079 1.852 1.171
C: -2.214 2.578 -0.189
S: -0.684 3.035 -1.152
C: -1.092 2.457 -2.854
C: -1.829 3.464 -3.532
C: -2.199 3.351 -4.875
C: -1.835 2.222 -5.590
C: -1.105 1.210 -4.963
C: -0.711 1.292 -3.609
S: 0.126 -0.184 -3.079
N: -1.741 0.544 1.191
H: -4.120 -2.639 -2.547
H: -3.949 -5.096 -2.417
H: -2.136 -6.147 -1.068
H: -0.526 -4.718 0.146
H: -0.555 -1.949 2.842
H: -2.080 -2.309 2.030
H: -2.055 -0.326 4.371
H: -2.806 2.055 4.468
H: -2.818 3.450 2.402
H: -2.680 3.550 0.020
H: -2.944 2.073 -0.821
H: -2.124 4.364 -3.001
H: -2.773 4.138 -5.348
H: -2.127 2.102 -6.626
H: -0.864 0.317 -5.536
C: 2.556 -2.161 0.117
P: 2.412 -0.341 0.164
C: 4.160 0.143 -0.105
C: 2.213 0.115 1.968
C: 2.833 -0.752 2.902
C: 2.764 -0.542 4.278
C: 2.078 0.554 4.768
C: 1.468 1.441 3.880
C: 1.511 1.262 2.476
P: 0.664 2.570 1.438
C: -0.437 3.508 2.550
C: 2.045 3.766 1.261
H: 1.681 -2.636 0.570
H: 3.453 -2.538 0.616
H: 2.610 -2.495 -0.924
H: 4.479 -0.138 -1.114
H: 4.837 -0.337 0.608
H: 4.277 1.226 -0.009
H: 3.399 -1.619 2.576
H: 3.249 -1.234 4.961
H: 2.018 0.729 5.839
H: 0.959 2.288 4.328
H: -1.185 2.854 3.009
H: -0.977 4.267 1.974
H: 0.100 4.035 3.343
H: 1.700 4.669 0.749
H: 2.855 3.334 0.667
H: 2.454 4.062 2.232
N: 1.112 -4.213 -2.387
C: 1.736 -3.024 -2.301
N: 3.000 -3.011 -2.762
S: 1.004 -1.681 -1.677
H: 1.552 -5.037 -2.766
H: 0.158 -4.290 -2.057
H: 3.453 -3.826 -3.144
H: 3.525 -2.146 -2.726
H: 1.183 1.920 -1.812

largest force on an atom: 0.094 hartree/bohr
E_LUMO: -0.06 eV
E_HOMO: -5.340 eV
energy: -109768.512 eV

=====

Computed, not measured: a structure of composition C30H37F4IrN6O2S2, with ωB97M-V/def2-TZVPD.

CARTESIAN COORDINATES (ANGSTROEM)
Ir: -0.620 -0.453 0.613
C: -4.092 0.182 1.194
C: -3.195 1.402 1.092
N: -2.138 1.310 0.054
C: -2.785 1.204 -1.285
C: -1.824 1.170 -2.458
C: -1.326 2.542 0.090
C: -0.281 2.523 1.184
N: 0.537 1.333 0.984
C: 1.818 1.281 1.388
C: 2.697 0.323 0.804
F: 2.291 -0.410 -0.230
C: 3.999 0.195 1.224
F: 4.777 -0.699 0.621
C: 4.509 0.998 2.230
C: 3.680 1.942 2.816
F: 4.135 2.706 3.801
C: 2.377 2.096 2.412
F: 1.604 2.965 3.063
H: -4.705 0.261 2.095
H: -3.515 -0.742 1.260
H: -4.787 0.101 0.358
H: -2.696 1.574 2.045
H: -3.803 2.291 0.879
H: -3.462 2.061 -1.393
H: -3.403 0.312 -1.279
H: -1.452 2.159 -2.724
H: -2.345 0.780 -3.332
H: -0.970 0.514 -2.266
H: -1.971 3.420 0.204
H: -0.804 2.635 -0.858
H: -0.724 2.493 2.182
H: 0.316 3.431 1.120
H: 5.538 0.895 2.551
O: -1.646 -1.808 -0.807
S: -2.958 -2.542 -1.129
C: -2.491 -4.311 -1.315
C: -1.054 -4.609 -0.907
C: -0.839 -4.722 0.599
C: 0.626 -4.943 0.964
S: 1.566 -3.396 0.673
O: 0.500 -2.332 0.865
C: 2.595 -3.339 2.106
C: 2.107 -2.830 3.304
C: 2.958 -2.800 4.400
C: 4.263 -3.272 4.287
C: 4.732 -3.764 3.078
C: 3.897 -3.791 1.968
C: -3.334 -2.147 -2.799
C: -2.357 -2.264 -3.783
C: -2.689 -1.938 -5.085
C: -3.979 -1.502 -5.389
C: -4.939 -1.385 -4.395
C: -4.619 -1.713 -3.081
H: -2.671 -4.547 -2.361
H: -3.206 -4.866 -0.707
H: -0.400 -3.842 -1.328
H: -0.775 -5.555 -1.378
H: -1.423 -5.552 1.007
H: -1.187 -3.814 1.093
H: 1.102 -5.684 0.318
H: 0.764 -5.236 2.003
H: 1.090 -2.458 3.366
H: 2.601 -2.411 5.345
H: 4.921 -3.251 5.147
H: 5.750 -4.119 2.991
H: 4.262 -4.152 1.013
H: -1.354 -2.589 -3.531
H: -1.947 -2.023 -5.869
H: -4.233 -1.251 -6.411
H: -5.936 -1.045 -4.638
H: -5.359 -1.627 -2.293
N: -2.134 0.243 7.198
C: -2.292 0.030 5.893
N: -3.531 0.039 5.379
N: -1.205 -0.189 5.176
C: -1.217 -0.328 3.891
N: -1.110 -0.494 2.746
H: -2.907 0.421 7.815
H: -1.200 0.258 7.569
H: -4.346 0.189 5.948
H: -3.670 -0.177 4.408

2S+1: 5
largest force on an atom: 0.011 hartree/bohr
total charge: +2
energy relative to the best compared isomer or geometry (same formula, charge and spin): 56.61 kJ/mol
E_LUMO (spin up / spin down): -4.27 / -7.23 eV
E_HOMO (spin up / spin down): -12.602 / -13.546 eV
energy: -80108.395 eV